[1]
3 unconnected molecules or ions with the total composition C4H16NO3 at a distorted geometry, computed with ωB97M-V/def2-TZVPD.

Last column: Mulliken charge in e.
Element x y z (Å)
C 1.54643 -1.04996 0.40812  -1.5171
C 0.06529 -0.76517 0.60423  0.4263
C -0.90101 -1.37658 -0.40375  -0.8274
C -2.23436 -0.62082 -0.65656  -0.5236
O -2.65897 0.10523 0.49667  -0.5737
N -0.01836 0.74876 0.58303  -0.1849
H 2.04668 -1.07304 1.37250  0.3979
H 2.04342 -0.35556 -0.26767  0.3562
H 1.78274 -2.01774 0.01940  0.4147
H -0.26561 -1.09201 1.58554  0.4114
H -0.40158 -1.61367 -1.34795  0.3119
H -1.17436 -2.38942 -0.08765  0.4715
H -2.09330 0.10911 -1.43854  0.2099
H -2.99849 -1.35499 -0.90402  0.3822
H -2.80581 -0.48813 1.24030  0.3149
H -0.84225 1.22260 0.90422  0.4057
H 0.79788 1.15337 1.06652  0.3197
H 0.23259 1.17393 -0.33503  0.2762
H 2.79110 2.76469 0.94360  0.3105
H 2.31517 2.27589 2.42963  0.3110
O 2.09865 2.41814 1.50737  -0.6638
H 0.88831 0.28805 -2.75914  0.3120
H -0.54757 1.01556 -2.66315  0.3115
O 0.33339 0.92175 -2.29766  -0.6530

Output
- total charge = +1
- multiplicity = 1
- E_LUMO (eV) = -2.8
- relative energy (zero: lowest compared OMol25 entry of this formula, charge and spin) (eV) = 0.632

[2]
4 unconnected molecules or ions with the total composition C4H16NO3 at a distorted geometry, computed with ωB97M-V/def2-TZVPD.

Last column: Mulliken charge in e.
Element x y z (Å)
C 1.55815 1.97616 -1.91711  -1.0990
C 0.77311 0.74298 -1.42233  -0.7541
C 0.40692 0.84721 0.06519  0.4964
C 2.18945 -0.76934 0.64009  -0.1805
N 1.15201 -0.14442 0.99480  -0.0308
H 1.49730 2.10493 -2.99541  0.3613
H 2.58358 1.87729 -1.59618  0.2997
H 1.20969 2.82321 -1.32139  0.3272
H 1.36577 -0.17623 -1.55449  0.3688
H -0.00589 0.54403 -2.14380  0.3799
H -0.60532 0.47945 0.14212  -0.4763
H 0.66023 1.82342 0.47855  0.4813
H 2.56284 -0.55202 -0.35076  0.2443
H 2.73327 -1.50820 1.21122  0.3112
H 0.63588 -0.32009 1.85083  0.2859
H -2.35889 2.57569 1.10464  0.2994
H -2.64321 1.23851 1.33657  0.2163
O -1.84728 1.74460 1.06721  -0.5397
H -2.51047 -0.20924 0.43002  0.3529
H -3.24134 -0.45092 1.82751  0.2977
O -2.96443 -0.82417 1.00015  -0.6549
H -0.99375 -3.58694 -0.40922  0.3213
H -0.06134 -3.65206 -1.48245  0.3216
O -0.08498 -3.30410 -0.57745  -0.6300

Output
- total charge = +1
- multiplicity = 1
- E_LUMO (eV) = -4.4
- relative energy (zero: lowest compared OMol25 entry of this formula, charge and spin) (eV) = 2.740

[3]
4 unconnected molecules or ions with the total composition C4H16NO3 at a distorted geometry, computed with ωB97M-V/def2-TZVPD.

Last column: Mulliken charge in e.
Element x y z (Å)
C 2.21759 -0.55587 1.29860  -0.8391
C 2.34669 0.88398 0.61525  -0.2798
C 2.30892 0.58351 -0.90510  -0.7448
C 0.91399 -0.00567 -1.35611  -0.2965
O -0.15797 0.63119 -0.68239  -0.5160
N -4.05262 -0.61361 0.81308  -0.4802
H 1.87811 -0.52912 2.34540  0.3117
H 1.34033 -0.93902 0.79038  0.2196
H 3.14824 -1.21215 1.24408  0.2947
H 3.34077 1.39116 0.85966  0.4005
H 3.19051 -0.06702 -1.18586  0.3567
H 2.53356 1.53172 -1.39770  0.3713
H 1.00669 -1.09149 -1.25258  0.4155
H 0.87251 0.18000 -2.41725  0.4182
H 1.46782 1.63717 0.67892  0.2371
H -4.61984 0.17582 1.18596  0.2900
H -4.55196 -1.43537 0.66842  0.2797
H -3.47532 -0.29688 0.03974  0.3294
H -1.57470 -1.23074 1.42657  0.3591
H -0.66644 -0.28331 0.59476  0.3883
O -0.67271 -0.92453 1.30222  -0.5326
H -1.48183 0.68374 -1.14320  0.4445
H -2.80579 1.00562 -2.13729  0.2907
O -2.50657 0.48090 -1.38557  -0.7183

Output
- total charge = +1
- multiplicity = 1
- E_LUMO (eV) = -10.6
- relative energy (zero: lowest compared OMol25 entry of this formula, charge and spin) (eV) = 9.710

[4]
3 unconnected molecules or ions with the total composition C4H16NO3 at a distorted geometry, computed with ωB97M-V/def2-TZVPD.

Last column: Mulliken charge in e.
Element x y z (Å)
O 0.01122 -0.39839 2.42645  -0.1805
C -1.25680 0.06717 2.23232  -0.1713
C -1.27999 1.05582 1.03278  -0.6024
N -0.02172 1.07381 0.23369  -0.3119
C 0.20959 2.19252 -0.75663  -0.4881
C -0.93166 2.32797 -1.73302  -1.1126
H 0.14506 -1.18807 3.00235  0.4436
H -1.95624 -0.77269 2.07158  0.3901
H -1.47897 0.62637 3.19094  0.3763
H -1.97200 0.57411 0.32549  0.4128
H -1.75340 2.00164 1.26779  0.5421
H 0.12735 0.14504 -0.21767  0.4658
H 0.80850 0.97755 0.83791  0.3911
H 0.43693 3.07784 -0.18198  0.4129
H 1.12653 1.95036 -1.23788  0.4055
H -0.81803 1.62858 -2.53526  0.3336
H -1.94439 2.28212 -1.33821  0.3472
H -0.83798 3.27105 -2.27367  0.3729
H 1.42763 -4.31397 -2.19286  0.3220
H 1.80048 -5.41175 -1.39204  0.3257
O 1.46205 -4.52636 -1.24501  -0.6371
H 1.73794 -1.62643 -1.26929  0.2978
H 0.96889 -0.75069 -2.29957  0.3358
O 1.39346 -0.73814 -1.43466  -0.6713

Output
- total charge = +2
- multiplicity = 2
- E_LUMO (alpha / beta) (eV) = -7.7 / -14.5
- relative energy (zero: lowest compared OMol25 entry of this formula, charge and spin) (eV) = 2.552
- ⟨S²⟩ = 0.7543

[5]
4 unconnected molecules or ions with the total composition C4H16O3 at a distorted geometry, computed with ωB97M-V/def2-TZVPD.

Last column: Mulliken charge in e.
Element x y z (Å)
C 0.24142 -1.06450 1.45852  -0.9783
C 0.62731 0.25168 0.81438  -0.6176
C 0.26891 0.35323 -0.67972  -0.0447
C 0.70193 1.67924 -1.31518  -1.4082
H -0.90765 -1.23411 1.46432  0.1842
H 0.56023 -1.09579 2.55622  0.3362
H 0.71187 -1.89444 0.88907  0.2188
H 1.73975 0.36876 0.86233  0.4667
H 0.19763 1.10988 1.38773  0.3715
H 0.63440 -0.47181 -1.20036  0.4421
H -0.81038 0.21617 -0.78334  0.1015
H 0.44950 1.70661 -2.35031  0.4279
H 1.80416 1.84489 -1.23552  0.2869
H 0.23092 2.54374 -0.79214  0.2598
O -2.45891 -1.88081 -0.63158  -0.6020
H -2.87311 -1.05387 -0.27807  0.3265
H -3.16317 -2.44247 -0.59362  0.2987
O 3.78818 -0.75235 0.04704  -0.6262
H 2.88720 -1.03104 -0.27022  0.3060
H 4.19500 -0.59160 -0.78128  0.3183
O -3.06315 0.78037 0.41879  -0.6424
H -3.57961 1.54173 0.34636  0.2867
H -2.18242 1.11649 0.66658  0.2875

Output
- multiplicity = 1
- E_LUMO (eV) = 0.5
- relative energy (zero: lowest compared OMol25 entry of this formula, charge and spin) (eV) = 0.784
- SMILES = CCCC.O.O.O

[6]
4 unconnected molecules or ions with the total composition C4H16O3S, computed with ωB97M-V/def2-TZVPD.

Last column: Mulliken charge in e.
Element x y z (Å)
C 2.39251 0.46592 -1.19505  -1.2829
C 1.33102 0.46933 -0.09955  -0.1243
C 0.23957 -0.58668 -0.36711  -0.7048
S -1.12056 -0.05671 -1.43307  -0.1054
C -2.40096 -1.22927 -0.88949  -0.8435
H 2.97002 -0.43416 -1.15958  0.3382
H 3.04886 1.33656 -1.14454  0.3816
H 1.93413 0.46783 -2.18893  0.2960
H 1.75519 0.22920 0.87544  0.2376
H 0.86179 1.45142 -0.05802  0.1580
H 0.67392 -1.49381 -0.80294  0.4561
H -0.16257 -0.91947 0.58825  0.4119
H -2.87761 -0.79312 -0.01833  0.2254
H -1.97681 -2.20135 -0.62625  0.3092
H -3.04282 -1.42775 -1.73930  0.3396
O -2.04635 1.43895 2.13242  -0.6365
H -1.36910 1.88086 1.60425  0.3670
H -2.87401 1.61192 1.67745  0.2874
O 2.50892 -3.07351 1.79719  -0.6263
H 1.93035 -2.31904 1.93856  0.3121
H 2.21010 -3.78032 2.37536  0.3166
O -1.04230 3.02717 -0.17879  -0.6378
H -1.77011 3.64141 -0.30025  0.2677
H -1.17317 2.29462 -0.78773  0.2571

Output
- multiplicity = 1
- E_LUMO (eV) = 0.6
- relative energy (zero: lowest compared OMol25 entry of this formula, charge and spin) (eV) = 0.237
- SMILES = CCCSC.O.O.O